one) A 4-piece molecular cluster, CH10NO3 overall. Source: the OMol25 dataset; level of theory: the ωB97M-V functional and the def2-TZVPD basis.

Calculated values
net charge = +1
highest occupied orbital energy = -15.01 eV
Kohn-Sham gap = 10.2 eV

Each line ends with the Löwdin charge.
CARTESIAN COORDINATES (ANGSTROEM)
1 C -0.8806 -1.7198 1.4959  0.155
2 N 0.0440 -1.2938 0.7390  0.185
3 H -1.9178 -1.8423 1.2288  0.121
4 H -0.5303 -2.0267 2.4820  0.125
5 H 0.9475 -0.8242 1.0554  0.092
6 H -0.2040 -1.0103 -0.2078  0.119
7 H -2.3084 2.3878 -1.7067  0.051
8 H -2.5374 1.3030 -2.7629  0.036
9 O -1.9106 1.6475 -2.1542  -0.023
10 H 0.6415 1.7558 -1.5602  0.041
11 H -0.1262 0.4852 -1.5974  0.010
12 O 0.6829 0.8646 -1.2214  -0.063
13 H 3.0278 0.0142 0.7099  0.089
14 H 2.6952 0.4221 2.0968  0.086
15 O 2.3765 -0.1631 1.4026  -0.023

=====

two) A 4-piece molecular cluster, CH10NO3 overall. Source: the OMol25 dataset; level of theory: the ωB97M-V functional and the def2-TZVPD basis.

Calculated values
net charge = +1
highest occupied orbital energy = -15.38 eV
Kohn-Sham gap = 10.9 eV

Each line ends with the Löwdin charge.
CARTESIAN COORDINATES (ANGSTROEM)
1 C 1.6830 0.1283 -0.9913  0.191
2 N 0.3820 -0.0219 -0.6867  0.115
3 H 2.2588 -0.6513 -1.0635  0.041
4 H 2.1452 1.0942 -1.1595  0.118
5 H -0.3213 0.7790 -0.6764  0.099
6 H -0.1175 -0.9528 -0.4163  0.122
7 H 0.4395 -3.2282 0.6618  0.116
8 H -0.5161 -3.0805 -0.6108  0.063
9 O -0.2975 -2.6753 0.2398  -0.071
10 H -0.8006 -0.0945 2.1955  0.068
11 H 0.2008 0.9667 1.9606  0.174
12 O -0.1201 0.0140 1.4988  -0.136
13 H -2.1878 2.3392 -1.0174  0.157
14 H -1.3804 3.0814 0.3751  0.114
15 O -1.3679 2.3019 -0.3096  -0.170

=====

three) A 4-piece molecular cluster, CH10NO3 overall. Source: the OMol25 dataset; level of theory: the ωB97M-V functional and the def2-TZVPD basis.

Calculated values
net charge = +1
highest occupied orbital energy = -15.41 eV
Kohn-Sham gap = 11.0 eV

Each line ends with the Löwdin charge.
CARTESIAN COORDINATES (ANGSTROEM)
1 C -0.8359 -1.3683 0.9033  0.136
2 N -1.0639 -0.3175 0.2421  0.190
3 H -1.4447 -1.6539 1.7740  0.127
4 H 0.1519 -1.8869 0.7523  0.102
5 H -0.4445 -0.0310 -0.5479  0.094
6 H -1.7529 0.4289 0.4025  0.132
7 H -1.4314 3.1996 1.6880  0.059
8 H -1.3983 3.2220 0.1939  0.059
9 O -1.4411 2.5947 0.9329  -0.059
10 H 2.6815 -2.1599 -0.7322  0.055
11 H 2.4092 -2.1253 0.8874  0.052
12 O 2.1445 -1.8702 0.0032  -0.051
13 H 1.5004 0.6770 -1.7464  0.065
14 H 0.3705 0.6675 -2.8496  0.076
15 O 0.5546 0.6232 -1.9035  -0.037

=====

Tell me which of them is the most stable. Sure, it is three).

=====

one) One molecule with the formula C3H4N4O4. Source: the OMol25 dataset; level of theory: the ωB97M-V functional and the def2-TZVPD basis.

Calculated values
net charge = 0
highest occupied orbital energy = -9.66 eV
Kohn-Sham gap = 10.0 eV
SMILES string = O=[N+]([O-])N1C=CCN1[N+](=O)[O-]

Each line ends with the Löwdin charge.
CARTESIAN COORDINATES (ANGSTROEM)
1 O -2.6884 1.3290 -0.2232  0.097
2 N -2.1138 0.3351 0.1212  -0.391
3 O -2.5614 -0.7140 0.4762  0.118
4 N -0.7203 0.4441 0.1710  -0.027
5 C -0.0128 1.3958 -0.5909  -0.028
6 C 1.0802 0.8442 -1.1019  -0.023
7 C 1.1367 -0.6026 -0.6971  -0.126
8 N 0.0022 -0.7315 0.2041  0.024
9 N 0.3991 -1.1694 1.6292  -0.360
10 O -0.3013 -0.7256 2.4733  0.131
11 O 1.3036 -1.9324 1.6559  0.111
12 H -0.4259 2.3791 -0.6827  0.120
13 H 1.8260 1.3110 -1.7097  0.104
14 H 1.0206 -1.2763 -1.5530  0.128
15 H 2.0555 -0.8865 -0.1725  0.122

=====

two) A 2-piece molecular cluster, C3H4N4O4 overall. Source: the OMol25 dataset; level of theory: the ωB97M-V functional and the def2-TZVPD basis.

Calculated values
net charge = 0
highest occupied orbital energy = -10.12 eV
Kohn-Sham gap = 8.9 eV
SMILES string = N#C/C(N)=C/[N+](=O)[O-].O=NO

Each line ends with the Löwdin charge.
CARTESIAN COORDINATES (ANGSTROEM)
1 N -3.3912 -1.2090 -1.0974  0.198
2 C -2.4650 -0.6608 -0.7141  -0.141
3 C -1.3050 0.0735 -0.2888  -0.264
4 N -0.8400 -0.4591 0.8515  0.171
5 C -0.8994 1.2583 -0.8521  0.031
6 N 0.3567 1.7387 -0.5486  -0.365
7 O 0.8416 2.6109 -1.2833  0.074
8 O 0.9648 1.1917 0.3815  -0.021
9 H -1.1935 -1.2663 1.2037  0.081
10 H 0.1821 -0.2514 0.9309  0.092
11 H -1.2865 1.6833 -1.6677  0.096
12 O 1.3747 -2.2599 -1.3152  0.068
13 N 1.5124 -1.2695 -0.6773  -0.113
14 O 2.7984 -0.7101 -0.6537  0.014
15 H 2.8876 -0.1471 0.1168  0.080

=====

Tell me which of them is the most stable. Sure, it is two).

=====

one) One molecule with the formula C7H14O2. Source: the OMol25 dataset; level of theory: the ωB97M-V functional and the def2-TZVPD basis.

Calculated values
net charge = 0
highest occupied orbital energy = -9.19 eV
Kohn-Sham gap = 10.0 eV
SMILES string = C=C(C)C(C)(C)C(O)O

Each line ends with the Löwdin charge.
CARTESIAN COORDINATES (ANGSTROEM)
1 C 1.0781 1.0148 1.6162  0.062
2 C 1.0333 0.2611 0.5289  -0.309
3 C 2.2961 -0.3629 0.0073  -0.056
4 C -0.2282 0.0355 -0.2916  -0.454
5 C -0.2540 -1.3651 -0.9170  -0.033
6 C -0.2828 1.0966 -1.4000  -0.021
7 C -1.4938 0.1996 0.5897  -0.452
8 O -2.6881 0.0207 -0.1148  0.010
9 O -1.4083 -0.7064 1.6535  0.017
10 H 2.0060 1.1708 2.1413  0.063
11 H 0.2200 1.4944 2.0481  0.059
12 H 3.1555 0.0246 0.5482  0.077
13 H 2.2722 -1.4434 0.1382  0.084
14 H 2.4308 -0.1486 -1.0513  0.080
15 H -1.1287 -1.4770 -1.5564  0.083
16 H -0.2832 -2.1190 -0.1338  0.095
17 H 0.6197 -1.5303 -1.5386  0.079
18 H 0.5185 0.9390 -2.1168  0.084
19 H -1.2363 1.0417 -1.9205  0.085
20 H -0.1778 2.0920 -0.9748  0.091
21 H -1.5595 1.2369 0.9496  0.151
22 H -2.7168 -0.8905 -0.4333  0.093
23 H -2.1727 -0.5846 2.2279  0.110

=====

two) One molecule with the formula C7H14O2. Source: the OMol25 dataset; level of theory: the ωB97M-V functional and the def2-TZVPD basis.

Calculated values
net charge = 0
highest occupied orbital energy = -9.49 eV
Kohn-Sham gap = 10.2 eV
SMILES string = CC(C)C[C@](C)(O)C=O

Each line ends with the Löwdin charge.
CARTESIAN COORDINATES (ANGSTROEM)
1 C -1.0307 1.8688 0.5870  -0.106
2 C 0.0246 1.4794 -0.3718  -0.334
3 C 1.2589 2.3510 -0.3143  -0.103
4 C 0.6790 -0.2268 -0.0657  -0.015
5 C 0.0403 -1.5805 -0.2797  -0.575
6 C 0.1957 -2.5525 0.8824  -0.002
7 O 0.4673 -2.1140 -1.5214  0.005
8 C -1.3456 -0.9996 -0.3687  -0.208
9 O -2.0862 -0.7300 0.5801  0.012
10 H -1.6645 2.6609 0.1898  0.084
11 H -0.6466 2.1115 1.5741  0.082
12 H -1.7308 0.9713 0.7487  0.070
13 H -0.3478 1.3754 -1.3910  0.118
14 H 1.6445 2.4082 0.7045  0.081
15 H 2.0524 1.9640 -0.9515  0.071
16 H 1.0099 3.3624 -0.6466  0.083
17 H 1.5703 -0.1911 -0.6850  0.103
18 H 0.9630 -0.0926 0.9761  0.114
19 H -0.2234 -2.1238 1.7891  0.089
20 H -0.3394 -3.4790 0.6678  0.089
21 H 1.2499 -2.7766 1.0366  0.092
22 H -0.0788 -2.8818 -1.7319  0.104
23 H -1.6619 -0.8047 -1.4087  0.148

=====

Tell me which of them is the most stable. Sure, it is one).

=====

one) A 3-piece molecular cluster, C3H12N2O overall. Source: the OMol25 dataset; level of theory: the ωB97M-V functional and the def2-TZVPD basis.

Calculated values
net charge = -1
highest occupied orbital energy (spin up / spin down) = 1.46 / -4.36 eV
Kohn-Sham gap (spin up / spin down) = 2.1 / 7.9 eV
2S+1 = 2
<S²> = 0.752

Each line ends with the Löwdin charge.
CARTESIAN COORDINATES (ANGSTROEM)
1 C 2.7075 0.4973 0.3161  -0.378
2 C 2.2357 -0.1424 -0.7400  -0.330
3 N -2.1301 0.9394 -2.4763  -0.017
4 H 2.4162 1.4166 0.6961  -0.054
5 H -1.7011 0.0313 -0.1163  0.005
6 H 3.3718 -0.0679 0.9530  -0.024
7 H 1.4248 0.2372 -1.3717  -0.037
8 H 2.5495 -1.1862 -1.0740  0.001
9 H -2.6572 1.1596 -3.3414  0.002
10 H -1.1544 0.8174 -2.8076  0.010
11 H -2.3493 1.6694 -1.7938  0.008
12 N 0.2371 -0.9793 1.6197  -0.047
13 C -1.1920 -0.5112 1.7276  -0.328
14 O -1.9184 0.3366 0.7369  -0.109
15 H 0.3554 -1.9109 2.1387  0.069
16 H 0.9857 -0.7452 0.8899  0.022
17 H -1.8026 -1.5258 1.8368  0.098
18 H -1.3787 -0.0360 2.8062  0.110

=====

two) A 2-piece molecular cluster, C3H12N2O overall. Source: the OMol25 dataset; level of theory: the ωB97M-V functional and the def2-TZVPD basis.

Calculated values
net charge = -1
highest occupied orbital energy (spin up / spin down) = 1.33 / -5.45 eV
Kohn-Sham gap (spin up / spin down) = 2.8 / 9.4 eV
2S+1 = 2
<S²> = 0.750

Each line ends with the Löwdin charge.
CARTESIAN COORDINATES (ANGSTROEM)
1 N 0.7932 0.0523 1.8850  -0.020
2 C 1.5281 0.1910 0.6074  -0.355
3 C 0.6599 0.8347 -0.4851  -0.374
4 N -0.4699 0.0075 -1.0258  -0.165
5 C -1.7438 0.6878 -0.9932  -0.390
6 H 1.4529 0.0348 2.6554  0.037
7 H 0.3165 -0.8377 1.8615  0.022
8 H 1.8602 -0.7775 0.2439  0.086
9 H 2.3450 0.9015 0.6800  0.079
10 H 1.3526 1.0016 -1.3121  0.032
11 H 0.2165 1.7248 -0.0701  0.079
12 H -0.2294 -0.0462 -2.0228  0.018
13 H -2.4268 0.1349 -1.6485  0.033
14 H -1.7241 1.7321 -1.3361  0.023
15 H -2.1508 0.7702 0.0027  0.046
16 H -1.2038 -2.3322 0.7591  0.012
17 H -0.2016 -1.5832 -0.0786  -0.020
18 O -0.3748 -2.4963 0.2774  -0.144

=====

Tell me which of them is the most stable. Sure, it is two).

=====

one) C14H22O11Rb as an isolated structure. Source: the OMol25 dataset; level of theory: the ωB97M-V functional and the def2-TZVPD basis.

Calculated values
net charge = -1
highest occupied orbital energy = -2.49 eV
Kohn-Sham gap = 4.4 eV

Each line ends with the Löwdin charge.
CARTESIAN COORDINATES (ANGSTROEM)
1 Rb 2.4661 -0.4703 -0.3572  0.874
2 O 2.7269 -3.5258 -0.2352  -0.507
3 C 2.0814 -3.7509 1.0129  -0.489
4 C 0.8406 -2.9429 1.5291  -0.424
5 O 0.9504 -1.5593 1.9552  -0.502
6 H 2.8744 -3.6148 1.7483  0.062
7 H 1.8696 -4.8104 1.1572  0.061
8 H 0.4886 -3.4822 2.4085  0.064
9 H 0.0332 -2.9627 0.7970  0.050
10 C -1.9333 -1.6850 -1.1497  0.028
11 C -2.3412 -0.4495 -0.2580  -0.316
12 C -1.2339 0.3653 0.3034  -0.083
13 O -1.7022 1.6954 0.0629  0.089
14 C -2.7997 1.7160 -0.6697  -0.583
15 O -3.3546 2.7071 -1.1535  0.096
16 O -3.0896 0.4725 -0.9585  0.091
17 H -2.7307 -1.8525 -1.8737  0.077
18 H -1.8481 -2.5211 -0.4555  0.078
19 H -1.0025 -1.4340 -1.6583  0.080
20 H -2.9754 -0.8615 0.5270  0.155
21 H -0.2409 0.2323 -0.1257  0.079
22 H -1.0930 0.1473 1.3621  0.128
23 C 1.2522 0.3206 5.3699  -0.022
24 C 2.4094 0.6918 4.4597  -0.269
25 C 1.9833 1.4132 3.2118  -0.123
26 O 2.5235 2.7122 3.3016  0.050
27 C 3.1586 2.8675 4.5124  -0.543
28 O 3.8060 3.8415 4.8183  0.120
29 O 3.1068 1.7340 5.2185  0.076
30 H 1.5406 -0.0690 6.3462  0.084
31 H 0.6436 -0.4524 4.9007  0.086
32 H 0.6246 1.2104 5.4204  0.088
33 H 3.0111 -0.1783 4.1971  0.157
34 H 0.9152 1.6287 3.1815  0.136
35 H 2.2819 0.9098 2.2923  0.089
36 C -1.8154 -0.0902 -5.8713  -0.002
37 C -1.0959 1.1528 -5.2468  -0.283
38 C -1.7070 1.8280 -3.9910  -0.116
39 O -0.7418 1.7539 -3.0557  0.116
40 C 0.2770 1.0373 -3.4202  -0.506
41 O 1.2891 0.7375 -2.7387  -0.004
42 O 0.1226 0.7303 -4.7135  0.095
43 H -2.6418 0.2184 -6.5116  0.077
44 H -2.1950 -0.7391 -5.0820  0.083
45 H -1.1970 -0.6461 -6.5761  0.082
46 H -0.9314 1.9063 -6.0171  0.145
47 H -2.5754 1.2410 -3.6921  0.136
48 H -2.0313 2.8268 -4.2827  0.146

=====

two) C14H22O11Rb as an isolated structure. Source: the OMol25 dataset; level of theory: the ωB97M-V functional and the def2-TZVPD basis.

Calculated values
net charge = -1
highest occupied orbital energy = -2.39 eV
Kohn-Sham gap = 4.2 eV

Each line ends with the Löwdin charge.
CARTESIAN COORDINATES (ANGSTROEM)
1 Rb 0.6773 -1.3161 -1.9720  0.969
2 O 1.4725 0.8900 -3.8333  -0.460
3 C 2.5525 1.4420 -3.1683  -0.533
4 C 3.3987 0.6792 -2.1380  -0.464
5 O 2.7922 0.2563 -0.9281  -0.494
6 H 2.2624 2.4465 -2.7477  0.065
7 H 3.3012 1.7507 -3.9599  0.077
8 H 4.2440 1.3474 -1.8565  0.076
9 H 3.8581 -0.2101 -2.6356  0.076
10 C -5.2986 -3.5998 -0.5292  -0.031
11 C -4.8180 -2.2172 -0.8335  -0.310
12 C -3.7647 -1.6545 0.1390  -0.057
13 O -2.6652 -1.2947 -0.7070  0.050
14 C -2.8977 -1.6716 -1.9673  -0.576
15 O -2.1205 -1.5477 -2.8578  0.098
16 O -4.1233 -2.2337 -2.0939  0.086
17 H -5.6563 -3.6906 0.4992  0.089
18 H -4.5043 -4.3263 -0.6926  0.097
19 H -6.1454 -3.8549 -1.1691  0.086
20 H -5.6487 -1.5167 -0.9305  0.151
21 H -3.4332 -2.3790 0.8803  0.135
22 H -4.0832 -0.7294 0.6138  0.136
23 C -0.6437 1.4972 -0.4293  -0.023
24 C -0.0624 2.5255 0.5003  -0.277
25 C 1.3218 3.0492 0.1285  -0.067
26 O 1.2780 4.4131 0.6045  0.062
27 C -0.0114 4.7990 0.7189  -0.594
28 O -0.3575 5.8898 1.0219  0.138
29 O -0.8489 3.7646 0.4852  0.070
30 H -0.0365 1.4088 -1.3308  0.060
31 H -1.6757 1.7063 -0.7001  0.092
32 H -0.5604 0.5187 0.0439  0.052
33 H -0.0922 2.1840 1.5396  0.146
34 H 1.5334 2.9793 -0.9377  0.111
35 H 2.1001 2.4853 0.6399  0.123
36 C 2.4967 0.2481 3.3661  -0.023
37 C 2.3781 -0.5977 2.1279  -0.304
38 C 2.8937 -2.0246 2.2907  -0.067
39 O 1.9341 -2.8157 1.5685  0.068
40 C 0.8554 -2.0553 1.3137  -0.601
41 O -0.0757 -2.3922 0.6371  0.052
42 O 0.9645 -0.8333 1.8708  0.076
43 H 3.5517 0.3822 3.6201  0.092
44 H 2.0312 -0.2679 4.2101  0.086
45 H 2.0485 1.2265 3.2200  0.079
46 H 2.8065 -0.0876 1.2548  0.117
47 H 2.9256 -2.3695 3.3255  0.128
48 H 3.8451 -2.2035 1.7979  0.138

=====

Tell me which of them is the most stable. Sure, it is two).

=====

one) One molecule with the formula C7H13FO3S. Source: the OMol25 dataset; level of theory: the ωB97M-V functional and the def2-TZVPD basis.

Calculated values
net charge = 0
highest occupied orbital energy = -9.18 eV
Kohn-Sham gap = 9.8 eV

Each line ends with the Löwdin charge.
CARTESIAN COORDINATES (ANGSTROEM)
1 C 2.1528 -0.4501 0.2563  -0.524
2 C -0.7964 0.6565 0.4468  -0.076
3 C -2.1335 0.2582 -1.6906  -0.111
4 C -1.0652 -1.6771 -0.7426  -0.083
5 C 2.9759 1.1394 1.7481  -0.027
6 C 1.9436 -0.7744 -1.1555  -0.225
7 C -1.0195 -0.1726 -0.8117  -0.692
8 O 1.7458 -1.1364 1.1620  0.120
9 O 0.9695 1.6168 -1.6161  -0.489
10 O 2.9199 0.6684 0.3844  -0.036
11 F 1.6938 -2.2070 -1.4388  -0.083
12 S 0.5000 0.2959 -1.9079  1.007
13 H -0.5364 0.0912 1.4839  0.141
14 H -0.0908 1.4333 0.1861  0.048
15 H -1.7628 1.0836 0.7562  0.082
16 H -2.0178 -0.2746 -2.6027  0.073
17 H -2.1980 1.3142 -1.9073  0.097
18 H -2.9707 -0.0008 -1.1741  0.062
19 H -0.9839 -2.1649 -1.7129  0.094
20 H -0.3422 -1.9826 0.0295  0.074
21 H -1.9717 -1.9040 -0.1148  0.115
22 H 1.9274 1.4050 2.1105  0.122
23 H 3.6148 2.0509 1.6961  0.108
24 H 3.4605 0.4680 2.3660  0.061
25 H 2.7231 -0.5834 -1.9234  0.140

=====

two) One molecule with the formula C7H13FO3S. Source: the OMol25 dataset; level of theory: the ωB97M-V functional and the def2-TZVPD basis.

Calculated values
net charge = 0
highest occupied orbital energy = -9.86 eV
Kohn-Sham gap = 10.6 eV

Each line ends with the Löwdin charge.
CARTESIAN COORDINATES (ANGSTROEM)
1 O 3.4520 -2.5340 -0.3400  -0.378
2 S 2.3794 -1.6895 -0.7908  0.932
3 O 2.8800 -0.1692 -0.4688  -0.334
4 C 2.1376 0.8926 -1.1076  -0.230
5 C 1.1074 1.4442 -0.1460  -0.148
6 C 0.0723 0.3656 0.1808  -0.303
7 C -1.2480 0.9083 0.7542  -0.157
8 C -2.5014 0.3548 0.0641  -0.165
9 C -2.4972 -1.1476 -0.1819  -0.183
10 F -2.0137 -1.4246 -1.4736  -0.071
11 C 0.7204 -0.7067 1.0738  -0.188
12 O 1.1916 -1.8420 0.3369  -0.329
13 H 1.6600 0.4949 -2.0111  0.117
14 H 2.8697 1.6374 -1.4148  0.124
15 H 0.6571 2.3542 -0.5470  0.122
16 H 1.6392 1.7258 0.7705  0.128
17 H -0.1473 -0.1454 -0.7631  0.128
18 H -1.2628 1.9974 0.6671  0.109
19 H -1.3049 0.6989 1.8269  0.116
20 H -3.3811 0.6104 0.6592  0.111
21 H -2.6300 0.8358 -0.9088  0.121
22 H -3.5023 -1.5679 -0.1241  0.115
23 H -1.8492 -1.6855 0.5137  0.113
24 H 1.5581 -0.2906 1.6379  0.127
25 H 0.0127 -1.1171 1.7925  0.122

=====

Tell me which of them is the most stable. Sure, it is two).